(1)
A cluster of 2 separate species, C6H14S in total, computed with wB97M-V/def2-TZVPD.

As for the energy relative to the best compared isomer or geometry (same formula, charge and spin): 86.6 kcal per mole. As for the net charge: 0. The value obtained for the orbital gap is 8.24 eV.

Structure (XYZ):
```
21
Properties=species:S:1:pos:R:3:lowdin_charge:R:1
C -1.637 1.613 -0.869 -0.2350
C 1.007 1.721 -2.164 -0.4116
C 1.508 -1.249 1.297 -0.1431
C -0.784 -0.737 -1.980 -0.1782
C 0.845 -0.714 2.581 -0.2151
C -0.305 -1.256 3.057 -0.0154
S 0.084 0.822 -1.118 0.8436
H -1.398 2.712 -1.053 0.0678
H -1.865 1.381 0.191 0.0420
H 0.532 2.409 -2.779 -0.0382
H 1.921 1.945 -1.786 -0.0694
H 2.355 -1.938 1.566 0.0839
H 0.827 -1.833 0.758 0.0221
H 1.927 -0.425 0.619 0.0601
H -1.005 -1.561 -1.300 0.0497
H -1.622 -0.344 -2.413 -0.0191
H -0.010 -0.875 -2.590 -0.0279
H 1.403 0.108 3.145 0.1087
H -2.271 1.064 -1.564 0.0121
H -0.714 -0.921 3.977 0.0355
H -0.797 -1.923 2.427 0.0273
```



(2)
A cluster of 3 separate species, C11H17F5N2O6PS in total, computed with wB97M-V/def2-TZVPD.

As for the net charge: +1. The value obtained for the orbital gap is 8.48 eV.

Structure (XYZ):
```
43
Properties=species:S:1:pos:R:3:lowdin_charge:R:1
F 3.523 -1.043 2.708 0.1152
C 3.384 0.308 3.108 -0.4425
F 2.644 0.267 4.274 0.1628
F 4.664 0.714 3.441 0.1363
N 2.764 1.002 1.974 -0.0011
C 1.378 0.461 1.594 -0.0778
C 0.206 1.006 2.536 -0.1623
N 0.235 2.460 2.836 -0.0592
C 1.573 2.964 3.230 -0.1704
C 2.599 2.493 2.058 -0.3813
P 4.193 3.526 1.993 0.3850
S 3.825 5.453 2.179 0.1533
H 3.354 0.808 1.136 0.2110
H 1.162 0.868 0.534 0.1054
H 1.350 -0.666 1.501 0.1523
H 0.231 0.363 3.487 0.1333
H -0.782 0.768 2.017 0.1464
H -0.114 2.925 1.980 0.1272
H 1.914 2.668 4.266 0.1354
H 1.518 4.108 3.190 0.1073
H 2.040 2.788 1.096 0.1552
H 4.769 3.358 0.678 -0.0023
H 5.129 3.202 3.028 -0.0063
C -0.431 -1.849 -1.868 -0.0471
C 0.184 -1.068 -2.985 -0.3086
O -0.111 0.274 -2.634 0.1626
C -0.179 0.292 -1.280 -0.5191
O -0.144 1.295 -0.615 0.1148
O -0.284 -0.957 -0.762 0.0764
F -0.415 -1.350 -4.162 0.0976
H -1.495 -2.057 -2.029 0.1066
H 0.085 -2.791 -1.684 0.1548
H 1.266 -1.192 -3.081 0.1764
C -4.935 -3.069 -4.350 -0.0545
C -5.938 -3.174 -3.246 -0.3165
O -5.159 -3.608 -2.146 0.1556
C -3.913 -3.114 -2.364 -0.5136
O -3.060 -3.047 -1.526 0.1459
O -3.753 -2.698 -3.649 0.0767
F -6.866 -4.119 -3.518 0.0901
H -4.770 -4.021 -4.861 0.1522
H -5.206 -2.316 -5.090 0.1475
H -6.434 -2.232 -2.995 0.1793
```



(3)
An isolated molecule of C6H10, computed with wB97M-V/def2-TZVPD.

As for the energy relative to the best compared isomer or geometry (same formula, charge and spin): 69.0 kcal per mole. As for the net charge: 0. The value obtained for the orbital gap is 10.43 eV. As for the SMILES: C=C=CCCC.

Structure (XYZ):
```
16
Properties=species:S:1:pos:R:3:lowdin_charge:R:1
C 0.101 -0.039 1.991 -0.0365
C -0.879 0.661 1.467 -0.1468
C -1.650 0.923 0.453 -0.0535
C -1.098 -0.092 -0.725 -0.1940
C 0.301 -0.715 -0.609 -0.3039
C 1.523 0.195 -0.794 -0.1007
H -0.103 -1.005 2.442 0.0698
H 1.110 0.346 2.073 0.0580
H -2.501 1.633 0.391 0.0942
H -1.067 0.479 -1.660 0.0960
H -1.795 -0.942 -0.820 0.1051
H 0.068 -1.157 -1.600 0.1014
H 0.480 -1.595 0.032 0.1088
H 2.004 0.596 0.107 0.0569
H 2.296 -0.343 -1.355 0.0702
H 1.211 1.055 -1.394 0.0750
```



(4)
A cluster of 2 separate species, C4H9NO in total, computed with wB97M-V/def2-TZVPD.

As for the energy relative to the best compared isomer or geometry (same formula, charge and spin): 82.5 kcal per mole. As for the net charge: 0. The value obtained for the orbital gap is 8.32 eV.

Structure (XYZ):
```
15
Properties=species:S:1:pos:R:3:lowdin_charge:R:1
C 2.287 0.404 -0.310 -0.1441
C 0.959 -0.231 -0.699 -0.3372
C 0.201 -0.929 0.262 -0.0917
C -1.547 0.193 0.339 -0.3009
O -1.334 1.068 -0.547 0.0074
N -2.793 0.138 0.816 0.1294
H 2.615 1.138 -1.054 0.0586
H 3.109 -0.323 -0.210 0.0618
H 2.214 0.921 0.653 0.0650
H -0.259 0.815 -0.806 0.1022
H 0.930 -0.629 -1.717 0.0920
H -0.319 -1.850 0.004 0.0711
H 0.521 -0.893 1.304 0.0782
H -3.544 0.716 0.449 0.1119
H -3.041 -0.537 1.517 0.0963
```



(5)
A structure of composition C10H30Br2CuN6O4, computed with wB97M-V/def2-TZVPD.

As for the expectation value of S²: 0.753. As for the energy relative to the best compared isomer or geometry (same formula, charge and spin): 65.7 kcal per mole. As for the net charge: 0. The spin multiplicity is 2. The value obtained for the orbital gap (alpha / beta) is 7.65 / 6.22 eV.

Structure (XYZ):
```
53
Properties=species:S:1:pos:R:3:lowdin_spin:R:1
Cu -0.732 0.145 -0.726 0.7559
Br -2.387 1.121 -2.569 0.0039
Br -1.423 -2.503 -0.914 0.1243
C 0.826 3.198 -0.374 0.0012
O 0.394 2.051 -0.312 0.0105
N 2.097 3.539 -0.283 0.0004
N 0.009 4.251 -0.522 -0.0002
H 2.881 2.906 -0.345 0.0000
H 2.239 4.504 -0.020 0.0001
H -0.948 3.946 -0.415 0.0000
H 0.504 5.124 -0.643 0.0000
C 1.256 -0.293 2.525 -0.0002
O 0.890 -0.200 1.372 -0.0019
N 0.489 -0.569 3.583 0.0000
N 2.530 -0.348 2.862 0.0000
H 0.824 -1.044 4.409 0.0000
H -0.497 -0.409 3.435 0.0000
H 3.271 -0.159 2.202 0.0000
H 2.623 -0.898 3.704 0.0000
C -4.361 0.186 0.458 0.0002
C -3.261 0.292 1.554 0.0009
C -2.990 -0.986 2.369 -0.0002
O -2.299 -0.767 3.535 0.0000
C -2.928 -0.677 4.796 0.0000
N -2.044 1.046 0.998 0.0414
H -4.578 1.119 -0.063 0.0000
H -5.348 0.021 0.891 0.0000
H -3.890 -0.536 -0.208 0.0000
H -3.650 0.980 2.304 0.0015
H -2.333 -1.745 1.944 -0.0001
H -3.774 -1.697 2.627 0.0000
H -2.624 0.250 5.283 0.0000
H -2.665 -1.551 5.392 0.0000
H -4.012 -0.665 4.910 0.0000
H -1.464 1.117 1.822 0.0009
H -2.301 2.008 0.829 0.0009
C 1.591 0.500 -3.721 -0.0001
C 1.189 -0.870 -3.186 0.0034
C 2.115 -2.024 -3.535 0.0024
O 3.385 -2.143 -2.851 0.0002
C 4.266 -2.944 -3.662 0.0001
N 1.136 -0.564 -1.798 0.0525
H 1.884 0.389 -4.765 0.0000
H 2.482 0.836 -3.192 0.0000
H 0.774 1.217 -3.641 0.0000
H 0.185 -1.023 -3.582 0.0004
H 2.277 -2.043 -4.613 0.0003
H 1.683 -3.015 -3.393 0.0000
H 3.730 -3.855 -3.927 0.0000
H 5.141 -3.207 -3.068 0.0000
H 4.507 -2.417 -4.586 0.0000
H 2.052 -0.180 -1.614 0.0025
H 1.282 -1.416 -1.275 -0.0010
```



- Which formula does entry 3 have?
  C6H10